Record 1
{
  "formula": "C37H25AsN5O4SSn",
  "method": "the ωB97M-V functional and the def2-TZVPD basis",
  "species": ["C", "O", "C", "C", "H", "H", "Sn", "H", "C", "C", "C", "C", "C", "H", "C", "C", "C", "H", "H", "As", "C", "C", "C", "C", "C", "C", "H", "H", "H", "H", "O", "H", "H", "C", "O", "N", "N", "C", "H", "H", "C", "N", "C", "H", "C", "H", "C", "C", "H", "S", "N", "N", "C", "C", "H", "H", "C", "H", "H", "O", "H", "H", "C", "H", "C", "C", "C", "C", "C", "C", "C", "C", "H", "C"],
  "xyz": [[5.5940, 0.0509, 4.9180], [2.8991, -0.0298, 1.8198], [0.4314, 4.0823, -2.6465], [-1.7173, -1.5261, -3.2939], [4.0000, 0.0007, 6.3310], [-4.8742, 3.4988, 1.4390], [0.5932, 0.0071, 1.5279], [-0.6073, -3.1933, 1.0248], [1.9276, 1.8076, -3.1783], [1.4012, -1.3116, -2.3383], [-2.9756, -1.8293, -3.8120], [-1.5797, -2.7037, 1.1063], [-2.7210, 3.5026, 1.3170], [-2.4624, 1.3763, -1.7157], [-4.0049, -1.4768, 1.2705], [2.5262, -2.4120, -4.1775], [-1.5679, 2.7216, 1.2608], [-0.1679, 4.9690, -2.4459], [-0.5880, 3.1805, 1.3052], [0.1734, 0.0162, -1.6108], [3.2611, 0.0263, 4.2661], [-4.0217, 1.4959, 1.2851], [-2.7834, -0.7188, 1.1993], [-5.2715, 0.7439, 1.3130], [-2.7938, 0.7304, 1.2140], [-2.6047, 0.4724, -2.3095], [3.8408, -4.0051, -3.6164], [-2.6075, 4.5796, 1.3444], [-5.0248, -1.2180, -3.9508], [-4.7130, 0.8104, -2.5817], [0.8547, 0.0525, 3.8307], [1.9297, -2.0036, -0.3620], [1.9630, 5.1525, -3.6904], [-1.5186, -0.3664, -2.5402], [7.7796, -0.0398, 5.6123], [6.5819, -0.0056, 5.9569], [-1.5692, -1.3669, 1.1668], [-3.8630, 0.1547, -2.7928], [-0.9099, 2.7627, -1.6227], [-2.6155, -4.5662, 1.2318], [-3.9665, -2.8742, 1.3177], [-1.5904, 1.3819, 1.2347], [3.6846, -0.0155, 2.8562], [-0.8916, -2.2239, -3.4446], [0.7215, 1.6822, -2.4954], [2.6935, -2.5057, -5.2433], [-5.2460, -0.7163, 1.3067], [1.8844, 0.0469, 4.6305], [1.6385, 0.0753, 5.7094], [-7.5191, -0.0288, 1.4528], [-6.4744, -1.2766, 1.3640], [-6.5044, 1.2543, 1.3971], [1.6063, -1.4729, -3.7093], [6.0250, 0.0390, 3.5895], [5.4052, -0.0846, 1.5269], [2.5373, 0.9174, -3.3461], [-3.9721, 2.9027, 1.3448], [7.0953, 0.0642, 3.3832], [-3.1041, -2.7561, -4.3716], [6.1692, -0.0362, 7.1297], [3.2629, 3.1157, -4.1915], [1.0444, -0.8510, -4.4086], [3.1694, -3.2258, -3.2614], [-4.8961, -3.4464, 1.4371], [-0.0021, 2.8363, -2.2117], [5.1008, -0.0170, 2.5773], [-2.7241, -3.4895, 1.2074], [2.0843, -2.1274, -1.4445], [-4.0370, -0.9849, -3.5613], [1.5935, 4.1769, -3.3748], [2.3360, 3.0398, -3.6390], [2.9498, -3.1060, -1.8958], [3.4770, -3.7355, -1.1901], [4.2549, 0.0202, 5.2689]],
  "mulliken_charge": [-0.346, -0.621, -0.910, -0.222, 0.509, 0.550, 1.276, 0.421, -0.521, 0.084, -0.769, -0.317, -0.756, -0.007, 0.449, -0.864, -0.566, 0.421, 0.538, 0.841, 0.464, 0.677, -0.354, 0.763, -0.675, 0.193, 0.385, 0.470, 0.394, 0.459, -0.634, -0.097, 0.367, 0.629, -0.595, 0.977, 0.240, -0.791, 0.126, 0.459, -0.447, 0.187, 0.447, 0.377, 0.641, 0.434, 0.728, -0.225, 0.410, 0.180, -0.640, -0.678, 0.195, -0.275, 0.409, 0.356, -0.594, 0.485, 0.411, -0.602, 0.416, 0.546, -0.469, 0.515, 0.054, -0.679, -0.860, -0.515, -0.582, -0.483, -0.673, -0.685, 0.438, -0.468],
  "total_charge": 1,
  "max_force_ev_per_a": 2.747,
  "orbital_gap_ev": 6.997,
  "e_lumo_ev": -3.80,
  "homo_energy_ev": -10.79
}

---

Record 2
{
  "formula": "C37H25ClI2N3O2SiSn",
  "method": "the ωB97M-V functional and the def2-TZVPD basis",
  "species": ["C", "C", "C", "C", "H", "H", "C", "H", "C", "C", "C", "N", "C", "C", "C", "C", "C", "C", "H", "C", "O", "H", "C", "H", "C", "C", "C", "C", "Si", "Sn", "C", "H", "C", "H", "H", "C", "C", "N", "C", "C", "H", "H", "H", "I", "H", "H", "H", "C", "H", "H", "C", "C", "C", "H", "I", "Cl", "H", "C", "C", "H", "C", "H", "C", "C", "H", "H", "H", "H", "O", "C", "C", "N"],
  "xyz": [[-4.6660, 3.8256, 0.2480], [-3.3973, 5.6504, -0.8359], [3.7246, 0.8476, -0.9919], [1.0828, 3.5250, -1.0173], [1.0943, -5.3810, -2.4678], [-4.2058, -3.6168, 2.3190], [0.8777, -3.3590, 0.9514], [-4.2297, 6.3228, -0.6971], [0.7980, -4.4459, 1.8211], [-1.1553, 5.2041, -1.5967], [-1.9050, -1.1710, 2.8389], [-2.4764, 2.1488, -0.1186], [-2.8734, -2.1624, 3.1234], [1.4399, -2.0486, -2.8103], [1.0012, -3.2524, -2.2708], [-0.1764, 0.7864, 1.9944], [-1.1927, 3.9141, -1.1043], [2.1491, -2.1771, 2.6334], [-1.7070, -0.2809, 4.7956], [2.4363, 1.4172, -0.9512], [-1.1348, -2.0881, -0.6417], [2.5866, -1.0648, -4.3238], [3.4904, 3.5974, -1.1875], [5.8212, 1.1538, -1.2401], [1.3879, -4.4063, 3.0710], [2.3162, 2.8270, -1.0632], [4.8464, 1.6117, -1.1651], [4.7246, 3.0043, -1.2643], [-0.0247, -3.3987, -0.7085], [-0.6796, 0.6337, -1.2362], [2.2634, -2.0142, -3.9203], [3.4009, 4.6683, -1.2779], [2.6714, -3.1999, -4.5080], [-2.1897, 7.0632, -1.8637], [0.2733, -5.3355, 1.5052], [1.5730, -2.2292, 1.3767], [-4.6987, 2.5238, 0.6751], [-0.6320, -0.0648, 1.1119], [2.2469, -4.4113, -3.9847], [-0.5002, 0.7144, 3.3511], [1.1836, 4.5980, -0.8323], [1.1414, -1.1190, -2.3338], [2.5247, -3.2342, 4.4570], [-3.8088, -3.9813, -0.7063], [0.4534, 1.5723, 1.6000], [-5.5269, 4.4705, 0.3488], [1.3101, -5.2610, 3.7262], [-3.5752, 1.7181, 0.4578], [2.6631, -1.2822, 2.9546], [3.3135, -3.1763, -5.3733], [-3.5005, 4.3268, -0.3640], [-2.4008, 3.4386, -0.5167], [-3.4048, -2.9221, 2.1159], [-0.0877, 1.4336, 4.0400], [-3.5439, -2.4787, 5.0948], [6.1475, 3.9559, -1.4774], [1.6543, -1.3798, 0.7127], [2.0645, -3.2700, 3.4818], [-1.3836, -0.2490, 3.7656], [2.5617, -5.3371, -4.4423], [1.4249, -4.4362, -2.8732], [-3.5863, 0.6734, 0.7487], [-2.8878, -2.8490, 0.8148], [-1.8305, -2.0189, 0.5157], [-0.2731, 5.5592, -2.1108], [-5.5741, 2.1145, 1.1536], [-0.8210, -4.6277, -0.7312], [3.7856, -0.2268, -0.9041], [1.4214, 0.6282, -0.7728], [-1.4363, -1.0716, 1.4987], [-2.2557, 6.0621, -1.4673], [-0.1109, 3.0352, -1.1522]],
  "mulliken_charge": [-0.584, -0.855, -0.489, -0.559, 0.380, 0.439, 0.397, 0.428, -0.370, -0.299, 1.344, 0.321, -0.290, 0.535, 0.500, -0.385, -0.076, -0.608, 0.251, -0.067, -0.569, 0.440, -1.206, 0.461, -0.668, 0.844, -0.837, 0.024, 0.553, 0.814, -0.664, 0.458, -0.476, 0.415, 0.414, -0.527, -1.164, 0.870, -0.631, -1.378, 0.627, -0.264, 0.421, 0.117, 0.301, 0.455, 0.429, 0.039, 0.475, 0.396, 0.640, 0.181, -0.221, 0.549, 0.093, -0.208, 0.688, -0.620, -1.097, 0.411, -0.760, 0.485, -0.623, 0.643, 0.618, 0.448, -0.372, 0.586, 0.307, -0.151, -0.890, 0.112],
  "total_charge": 1,
  "max_force_ev_per_a": 1.285,
  "orbital_gap_ev": 7.149,
  "e_lumo_ev": -3.29,
  "homo_energy_ev": -10.44
}

---

Record 3
{
  "formula": "C37H26Cl3IN4O6V",
  "method": "the ωB97M-V functional and the def2-TZVPD basis",
  "species": ["C", "H", "H", "C", "H", "C", "C", "H", "C", "H", "N", "Cl", "C", "C", "V", "H", "C", "H", "C", "O", "C", "C", "H", "C", "C", "C", "C", "C", "H", "C", "H", "C", "H", "C", "C", "H", "H", "C", "O", "C", "H", "H", "N", "O", "H", "C", "H", "C", "N", "C", "C", "H", "H", "H", "C", "H", "H", "H", "I", "O", "C", "O", "H", "C", "Cl", "C", "C", "O", "C", "C", "C", "N", "H", "C", "C", "H", "Cl", "C"],
  "xyz": [[2.4233, -1.9868, -1.5283], [4.1079, 1.8822, -1.8329], [1.1619, -1.9731, 4.8279], [-2.3236, -1.9030, 4.2757], [-3.1777, 2.4248, -9.4344], [2.0387, -1.6316, 5.2832], [2.1467, 0.0536, 3.4633], [5.3558, -0.4537, 6.7734], [-1.1673, -3.6943, 3.2318], [4.5262, 0.7112, 4.9679], [-2.5871, 0.7002, -4.4276], [1.0244, -2.8503, -5.2703], [2.7186, -0.5332, 4.6758], [-0.5854, -2.7857, 2.3888], [0.2223, 0.0846, 1.4098], [-1.2458, 3.5643, -0.5737], [-2.7152, 1.1099, -5.7311], [3.9893, 1.7701, 0.7137], [0.1723, -1.2601, -1.6301], [0.0045, 1.5597, 0.2785], [-3.9969, 1.1702, -7.7851], [-1.7064, 1.9066, -6.3126], [-1.9925, -0.8909, -1.8143], [2.2771, 1.8374, -0.6474], [1.2271, -2.2383, -3.5984], [2.5290, -2.2382, 6.4200], [2.4278, -2.3373, -2.8785], [-3.8203, 0.7292, -6.4646], [-0.7920, -1.5915, -3.4979], [-1.7093, -1.0752, 3.2797], [-2.5405, -3.9602, 4.8914], [1.2727, -1.4644, -0.8104], [3.2685, -2.6152, -3.4425], [3.0499, 2.0371, -1.7950], [2.9092, 1.5292, 0.6040], [0.5683, 2.9624, -3.9093], [-4.6331, 0.1568, -5.9983], [0.3147, 2.1707, -1.9423], [-1.1937, 1.0308, 2.2986], [4.4134, -0.7993, 6.4459], [4.0036, -2.2755, 7.9849], [1.9149, -3.0128, 6.7879], [2.9789, 0.6049, 2.6325], [-1.0467, 2.1822, -2.2508], [-4.8236, 0.8068, -8.3045], [-1.8309, 2.8826, -1.2536], [-2.5780, 3.5534, -1.7897], [0.8402, 1.8319, -0.7243], [2.2894, 0.9745, 1.5716], [-2.9752, 1.9122, -8.4225], [-3.0449, -1.1784, 5.3587], [0.0233, -3.1450, 1.5239], [3.1530, 2.4066, -3.8791], [-1.1003, 2.8984, -8.0604], [-1.8882, 2.2885, -7.6571], [-0.9109, -4.7238, 3.3678], [-3.4331, 0.6802, -3.8764], [-0.9504, 2.3231, -5.7106], [-1.9728, 2.9942, 4.7968], [1.2797, -1.2780, 0.4444], [1.0938, 2.4673, -3.0329], [-1.3275, -0.5225, 0.0590], [-2.3739, 2.1946, -0.5852], [-2.0674, -3.3043, 4.1748], [3.9202, -2.1019, -0.7062], [-1.7326, 0.3791, 3.3247], [2.5089, 2.3352, -3.0199], [0.8922, -0.0493, 3.1601], [0.1245, -1.7423, -2.9802], [3.6765, -1.8042, 7.0687], [-2.2835, 0.9451, 4.4131], [-0.8889, -1.5282, 2.3284], [-1.9814, 1.3262, -3.9045], [-2.9468, 0.1561, 5.3828], [-1.0938, -0.8310, -1.1146], [-3.4468, 0.6482, 6.2152], [-3.8785, -2.2341, 6.4586], [3.9145, -0.1689, 5.3147]],
  "lowdin_spin": [0.000, 0.000, 0.000, 0.000, 0.000, 0.000, 0.003, 0.000, 0.000, 0.000, 0.000, 0.000, 0.000, 0.001, 1.054, 0.000, 0.000, -0.001, 0.000, -0.004, 0.000, 0.000, 0.000, -0.004, 0.000, 0.000, 0.000, 0.000, 0.000, -0.001, 0.000, 0.003, 0.000, 0.001, -0.003, 0.000, 0.000, -0.002, -0.010, 0.000, 0.000, 0.000, -0.012, 0.000, 0.000, 0.000, 0.000, 0.005, -0.019, 0.000, -0.001, 0.000, 0.000, 0.000, 0.000, 0.000, 0.000, 0.000, 0.000, 0.011, 0.001, -0.005, 0.000, 0.000, 0.000, 0.002, -0.004, -0.010, 0.000, 0.001, -0.002, -0.005, 0.000, 0.000, 0.000, 0.000, 0.000, 0.000],
  "total_charge": 0,
  "multiplicity": 2,
  "max_force_ev_per_a": 3.774,
  "orbital_gap_ev": [6.660, 7.265],
  "e_lumo_ev": [-1.41, -0.80],
  "homo_energy_ev": [-8.07, -8.07]
}

---

Record 4
{
  "formula": "C37H27Br2N7O4SYb",
  "method": "the ωB97M-V functional and the def2-TZVPD basis",
  "species": ["H", "C", "H", "H", "Br", "H", "C", "C", "H", "N", "H", "C", "C", "C", "S", "H", "C", "Br", "H", "N", "H", "C", "C", "C", "C", "H", "H", "N", "H", "H", "C", "O", "C", "H", "O", "C", "H", "C", "C", "H", "H", "O", "C", "C", "C", "H", "C", "C", "H", "C", "H", "N", "H", "C", "N", "C", "C", "C", "C", "H", "C", "H", "H", "C", "C", "C", "H", "N", "C", "C", "C", "H", "C", "Yb", "H", "C", "C", "O", "N"],
  "xyz": [[4.3711, 3.5460, 0.9187], [-3.0276, -2.4133, -3.9716], [-0.3521, 3.7407, -0.8136], [-5.6667, -1.9520, 2.4010], [-0.6584, -3.5048, -0.7643], [-2.3940, -4.2639, -3.0490], [-2.2484, -0.8090, 0.7841], [-2.9212, -1.0310, -3.8956], [1.8405, 1.1957, -3.7419], [2.3427, 0.9382, 0.3689], [-5.6360, -0.8006, 0.2119], [1.2266, -1.9103, 5.8716], [2.8827, -0.4852, 4.8534], [-2.3320, -1.4154, 2.0685], [-1.1529, -2.3385, 4.4292], [-3.5414, -0.0910, -0.7838], [0.8916, -1.0011, 3.6248], [5.7002, -6.1784, 5.7359], [5.3433, -1.5228, 3.9911], [6.6776, -0.6845, 1.6578], [8.4877, -3.8718, 2.2866], [5.5250, -3.5108, 4.7353], [-4.7308, -1.6377, 1.9604], [7.6587, -3.7802, 2.9722], [2.4451, -1.2621, 5.9237], [3.8243, 0.0398, 4.9295], [-3.6315, -2.8834, -4.7343], [7.3816, -1.4740, 2.3176], [2.4446, 0.2816, 2.9029], [3.2619, -3.4778, 0.4226], [-1.1627, 2.5946, 0.8179], [0.5421, 3.1629, -2.9195], [-2.3459, -3.1877, -3.0460], [7.8243, -5.7812, 3.7125], [1.4582, -1.5966, 0.1984], [5.4071, -0.9567, 1.2419], [2.2223, -0.0837, -1.8848], [-2.1161, -0.4774, -2.9116], [0.3520, 2.0408, -2.4367], [0.2312, 0.4790, -3.9166], [-1.9808, 0.5920, -2.8036], [-1.9607, 3.2975, 1.4276], [-1.1301, -1.5008, 2.8669], [-3.5009, -0.5999, 0.1781], [2.1227, -0.3536, 3.7100], [-3.5488, -2.3028, 3.6057], [0.4545, -1.7650, 4.7303], [-3.5444, -1.8373, 2.6283], [5.5723, -3.0881, 1.1122], [5.8831, -2.4568, 3.9284], [4.7017, -3.4068, 5.4240], [-0.0060, -0.9116, 2.6001], [0.8639, -2.4869, 6.7113], [3.6108, -2.4725, 0.6094], [-1.4472, -1.2151, -2.0293], [-4.7069, -0.9923, 0.7332], [3.2178, -0.0663, 0.5894], [-1.5869, -2.5221, -2.0961], [4.5647, 0.1607, 0.9555], [-3.4440, -0.3924, -4.5908], [7.2879, -4.8452, 3.7675], [-1.9561, 3.0824, -1.1334], [3.0478, -1.3359, 6.8173], [2.7607, 2.1780, 0.4879], [6.2187, -4.7063, 4.6363], [6.9383, -2.5797, 3.0096], [5.9970, 1.7032, 1.3828], [-0.3722, 1.7105, -1.3840], [4.0782, 2.5080, 0.8429], [-0.9765, 2.8423, -0.6973], [4.9005, -2.2455, 1.0121], [2.0298, 2.9540, 0.3011], [4.9770, 1.5007, 1.0904], [-0.0787, 0.0399, 0.1352], [1.3695, -1.1521, -2.7811], [0.9670, 0.8266, -3.1823], [2.6851, -1.4153, 0.4563], [-0.4249, 1.6932, 1.3345], [1.3004, -0.2725, -2.2731]],
  "lowdin_spin": [0.000, 0.000, 0.000, 0.000, 0.000, 0.000, -0.001, 0.000, 0.000, -0.001, 0.000, 0.000, 0.000, 0.000, 0.000, 0.000, 0.000, 0.000, 0.000, 0.000, 0.000, 0.000, 0.000, 0.000, 0.000, 0.000, 0.000, 0.001, 0.000, 0.000, 0.000, 0.000, 0.000, 0.000, -0.001, 0.000, 0.000, 0.000, 0.000, 0.000, 0.000, 0.000, 0.000, 0.000, 0.000, 0.000, 0.000, 0.000, 0.000, 0.000, 0.000, 0.000, 0.000, 0.000, 0.000, 0.000, 0.000, 0.000, 0.000, 0.000, 0.000, 0.000, 0.000, 0.000, 0.000, 0.000, 0.000, -0.001, 0.000, 0.000, 0.000, 0.000, 0.000, 1.005, 0.000, 0.000, 0.000, -0.001, -0.001],
  "total_charge": -1,
  "multiplicity": 2,
  "max_force_ev_per_a": 2.105,
  "orbital_gap_ev": [6.767, 6.765],
  "e_lumo_ev": [1.71, 1.70],
  "homo_energy_ev": [-5.06, -5.06]
}

---

Relative energy (zero: lowest compared OMol25 entry of this formula, charge and spin) for every record listed, in sequence, given in kcal per mole: 0.00 0.00 17.56 7.23.